Formula: C33H28O11
Source: the OMol25 dataset
Level of theory: ωB97M-V/def2-TZVPD

Relative energy (zero: lowest compared OMol25 entry of this formula, charge and spin): 0.00 kcal per mole
E: -2101.90513 Ha
Highest occupied orbital energy: -9.2 eV
Gap between HOMO and LUMO: 7.658 eV
SMILES: CCCOC1=C(CCc2ccccc2)C(=O)c2ccccc2C1=O.O=C1C=C(O)C(=O)C=C1O.O=C1C=C(O)C(=O)C=C1O
Charge: 0
Strongest force on any atom: 0.03370 Eh/bohr
LUMO: -0.057 hartree

Positions of all 72 atoms, in Å:
1 C -4.450 -3.440 -2.435
2 C -4.100 -1.929 -2.532
3 C -2.581 -1.659 -2.401
4 O -2.313 -0.791 -1.284
5 C -1.392 -1.290 -0.411
6 C -0.076 -1.131 -0.532
7 C 0.482 -0.345 -1.720
8 C 1.723 0.492 -1.325
9 C 1.695 1.913 -1.881
10 C 1.043 2.860 -1.106
11 C 0.972 4.189 -1.481
12 C 1.582 4.558 -2.673
13 C 2.233 3.624 -3.446
14 C 2.298 2.293 -3.067
15 C 0.825 -1.712 0.545
16 O 1.925 -2.172 0.325
17 C 0.254 -1.641 1.954
18 C 1.091 -1.400 3.023
19 C 0.512 -1.310 4.268
20 C -0.846 -1.465 4.435
21 C -1.709 -1.711 3.384
22 C -1.122 -1.797 2.099
23 C -1.929 -2.036 0.792
24 O -2.882 -2.787 0.737
25 H -3.802 -3.879 -1.664
26 H -4.303 -3.966 -3.389
27 H -5.499 -3.604 -2.160
28 H -4.671 -1.423 -1.743
29 H -4.480 -1.579 -3.501
30 H -2.282 -1.108 -3.306
31 H -2.063 -2.624 -2.351
32 H 0.655 -0.998 -2.587
33 H -0.326 0.338 -2.017
34 H 2.624 -0.029 -1.692
35 H 1.842 0.609 -0.239
36 H 0.586 2.589 -0.153
37 H 0.481 4.934 -0.859
38 H 1.568 5.601 -2.982
39 H 2.727 3.944 -4.361
40 H 2.822 1.538 -3.651
41 H 2.165 -1.279 2.893
42 H 1.155 -1.091 5.118
43 H -1.298 -1.375 5.424
44 H -2.778 -1.811 3.517
45 C 6.769 -0.617 -2.112
46 C 5.825 -1.081 -1.283
47 C 6.068 -1.215 0.189
48 O 5.162 -1.616 0.892
49 C 7.383 -0.859 0.705
50 C 8.329 -0.401 -0.124
51 C 8.075 -0.236 -1.593
52 O 8.968 0.203 -2.294
53 O 9.546 -0.063 0.303
54 O 4.619 -1.450 -1.712
55 H 6.604 -0.513 -3.175
56 H 7.553 -0.977 1.766
57 H 10.031 0.236 -0.490
58 H 4.129 -1.749 -0.916
59 C -6.828 1.737 1.811
60 C -6.507 2.747 2.629
61 C -5.173 2.812 3.313
62 O -4.931 3.764 4.031
63 C -4.231 1.724 3.087
64 C -4.554 0.713 2.272
65 C -5.876 0.661 1.567
66 O -6.105 -0.274 0.824
67 O -3.722 -0.304 2.039
68 O -7.347 3.751 2.883
69 H -7.784 1.680 1.311
70 H -3.280 1.774 3.599
71 H -4.207 -0.890 1.420
72 H -6.873 4.343 3.497

Which charges does Mulliken predict for the atoms? In e, they are:
1. C -1.25
2. C -0.20
3. C -0.63
4. O -0.50
5. C 0.69
6. C 0.64
7. C -0.97
8. C -0.08
9. C -0.13
10. C -0.31
11. C -0.70
12. C -0.38
13. C -0.57
14. C -0.28
15. C -0.18
16. O -0.61
17. C 0.41
18. C -0.63
19. C -0.54
20. C -0.69
21. C -0.85
22. C 0.80
23. C 0.26
24. O -0.58
25. H 0.31
26. H 0.33
27. H 0.35
28. H 0.08
29. H 0.40
30. H 0.32
31. H 0.47
32. H 0.38
33. H 0.51
34. H 0.04
35. H 0.47
36. H 0.32
37. H 0.39
38. H 0.36
39. H 0.35
40. H 0.43
41. H 0.55
42. H 0.40
43. H 0.38
44. H 0.54
45. C -0.89
46. C 0.41
47. C 1.01
48. O -0.54
49. C -1.09
50. C 0.38
51. C 0.99
52. O -0.62
53. O -0.57
54. O -0.58
55. H 0.44
56. H 0.43
57. H 0.36
58. H 0.25
59. C -1.03
60. C 0.30
61. C 0.88
62. O -0.61
63. C -0.62
64. C -0.22
65. C 1.06
66. O -0.61
67. O -0.17
68. O -0.57
69. H 0.43
70. H 0.50
71. H 0.25
72. H 0.36